{
  "formula": "C10H36N18O12Zn2",
  "method": "the ωB97M-V functional and the def2-TZVPD basis",
  "gap_ev": [7.447, 3.569],
  "charge": 3,
  "homo_energy_ev": [-16.1597, -16.0821],
  "lumo_energy_ev": [-8.713, -12.513],
  "spin_multiplicity": 2,
  "symbols": ["Zn", "Zn", "C", "O", "O", "O", "C", "O", "N", "N", "H", "H", "H", "H", "C", "O", "N", "N", "H", "H", "H", "H", "C", "O", "N", "N", "H", "H", "H", "H", "C", "O", "N", "N", "H", "H", "H", "H", "C", "O", "N", "N", "H", "H", "H", "H", "C", "O", "N", "N", "H", "H", "H", "H", "C", "O", "N", "N", "H", "H", "H", "H", "C", "O", "N", "N", "H", "H", "H", "H", "C", "O", "N", "N", "H", "H", "H", "H"],
  "xyz": [[0.369, -2.561, 0.121], [0.653, 2.921, -0.209], [0.227, -0.109, -0.170], [1.040, -0.601, 0.632], [0.322, 0.970, -0.735], [-0.619, -0.950, -0.465], [-3.047, -2.468, -3.057], [-1.983, -2.371, -3.592], [-4.099, -3.148, -3.418], [-3.149, -1.828, -1.957], [-4.027, -3.717, -4.249], [-4.893, -3.104, -2.795], [-3.803, -2.126, -1.246], [-2.232, -1.493, -1.700], [3.789, 1.987, 0.022], [2.770, 2.627, -0.225], [3.728, 0.729, -0.055], [4.916, 2.427, 0.378], [4.538, 0.180, 0.195], [2.881, 0.187, -0.147], [5.676, 1.763, 0.342], [5.098, 3.418, 0.456], [-4.284, 0.511, 2.468], [-5.249, 0.558, 1.690], [-4.153, 0.999, 3.692], [-3.092, 0.131, 2.107], [-4.862, 1.586, 4.108], [-3.302, 0.796, 4.196], [-2.259, 0.053, 2.672], [-2.869, -0.398, 1.276], [-2.534, 2.900, -0.307], [-1.348, 3.224, -0.243], [-2.961, 1.828, -0.918], [-3.489, 3.598, 0.201], [-3.939, 1.626, -1.069], [-2.255, 1.164, -1.202], [-3.312, 4.479, 0.663], [-4.359, 3.087, 0.155], [3.475, 0.470, -4.046], [4.570, 0.865, -3.737], [3.020, 0.407, -5.300], [2.402, 0.355, -3.266], [2.064, 0.210, -5.560], [3.536, 0.791, -6.078], [2.627, 0.637, -2.323], [1.532, -0.029, -3.607], [3.039, -3.496, 1.745], [2.077, -3.345, 1.073], [3.880, -2.539, 2.072], [3.424, -4.578, 2.231], [4.765, -2.915, 2.382], [3.629, -1.580, 2.266], [2.807, -5.347, 2.015], [4.254, -4.642, 2.804], [-0.980, 1.176, -4.162], [-0.639, 2.324, -3.851], [-1.359, 0.750, -5.374], [-0.808, 0.165, -3.347], [-1.391, -0.259, -5.374], [-1.386, 1.390, -6.155], [-1.098, -0.787, -3.517], [-0.401, 0.402, -2.453], [-0.857, -2.197, 3.153], [-0.570, -2.625, 2.084], [-0.474, -1.008, 3.481], [-1.718, -2.707, 3.995], [-0.703, -0.511, 4.330], [0.081, -0.538, 2.780], [-2.197, -3.584, 3.851], [-2.000, -2.294, 4.872], [1.159, 2.203, 2.795], [0.525, 2.504, 1.830], [1.391, 2.915, 3.848], [1.669, 1.010, 2.861], [0.988, 3.841, 3.885], [1.918, 2.540, 4.623], [1.473, 0.432, 2.056], [2.391, 0.721, 3.505]],
  "forces_ev_per_a": [[0.693, 0.791, 2.923], [0.112, -1.640, 1.300], [1.866, -0.503, 0.731], [3.953, 0.157, 2.717], [-0.254, 3.299, -1.607], [-5.379, -3.529, -3.343], [-1.285, -1.182, -0.473], [4.157, -0.002, -3.910], [-1.115, -1.203, -1.186], [-0.647, 2.761, 5.106], [-0.551, -0.044, 0.232], [-0.178, -0.482, -0.730], [0.124, 0.369, 0.113], [-0.415, 0.205, 0.926], [-2.902, 0.893, -0.549], [-3.007, 3.152, -0.460], [0.142, -6.991, -0.246], [4.351, 2.753, 1.242], [-0.183, -0.099, -0.232], [-0.200, 0.448, 0.063], [0.299, 0.719, 0.175], [0.162, -0.191, -0.153], [-2.425, 1.326, -1.544], [0.811, -0.063, 1.143], [-1.335, 1.151, 2.703], [5.177, -2.869, -3.022], [0.063, -0.346, 0.055], [-0.612, 0.388, 0.086], [-0.637, 0.447, 0.545], [-1.004, 0.155, -0.265], [0.372, 0.090, -0.194], [2.997, 0.937, -0.054], [0.470, -2.722, -1.752], [-1.695, 1.358, 1.103], [0.260, -0.166, 0.120], [-0.392, -0.087, -0.024], [-0.438, -0.215, -0.027], [-0.519, 1.121, 0.774], [-0.097, 1.947, -1.961], [0.575, -0.479, 0.880], [0.112, -0.381, -3.851], [-0.829, -0.472, 3.417], [0.302, -0.033, 0.406], [0.458, -0.307, 0.338], [-0.868, -0.426, 0.187], [0.396, 0.169, 0.612], [2.054, 3.085, 0.910], [-6.010, 0.742, -3.993], [2.261, 2.985, 0.334], [0.348, -6.301, 1.438], [0.032, 1.093, 0.279], [0.077, -0.351, -0.366], [0.725, -0.641, 0.326], [-0.545, -0.618, 0.005], [-0.415, -4.620, -2.365], [0.432, 2.898, 0.554], [-0.069, 1.769, 0.317], [0.970, 1.279, 2.499], [-0.268, 0.053, -1.142], [-0.259, -0.469, -0.279], [-0.744, -1.009, -0.272], [0.006, -0.180, 0.571], [-2.320, 0.704, 2.162], [1.308, -3.199, -5.056], [2.079, 4.276, 0.658], [-2.130, -2.489, 1.842], [0.186, -0.343, -0.099], [-0.007, 0.040, 0.471], [0.398, -0.015, -0.414], [0.426, 0.269, -0.238], [1.797, -1.047, 1.768], [-2.899, 2.377, -3.989], [-0.149, 2.818, 2.035], [1.542, -3.595, -0.162], [0.289, -0.026, 0.335], [-0.254, 0.401, -0.063], [0.550, -0.273, -0.362], [-0.293, 0.184, -0.014]]
}